# 1
Here is C3H4N4O in the gas phase from OMol25. Energies are from ωB97M-V with the def2-TZVPD basis set.

Last column: natural (NBO) charge in e.
Atoms and positions in Å:
H  -2.316904  -2.004839  -0.529794  0.3948
N  -2.197941  -1.036764  -0.214745  -0.7677
C  -1.056498  -0.369011  0.161556  0.5663
N  -0.892079  1.099231  -0.004156  -0.5798
C  0.384003  1.401382  0.126222  0.0857
C  1.058856  0.271088  0.021935  0.0945
N  2.344658  0.164485  -0.150640  0.0706
O  2.808969  -0.958546  -0.023996  -0.3672
N  0.232550  -0.801786  0.624961  -0.6078
H  -1.825475  1.523412  0.398293  0.4468
H  0.785243  2.367646  -0.322831  0.2447
H  0.674615  -1.656296  -0.086802  0.4192

Force components x, y, z for each atom (eV/Å):
1.16 0.33 1.12
4.04 4.49 1.12
-3.21 -3.54 -2.12
-6.97 -1.78 2.89
1.23 3.68 -3.50
-1.22 -1.72 3.84
3.01 0.48 -0.56
0.19 -0.63 -0.08
1.43 -2.25 -5.85
2.85 -0.10 -1.35
-0.55 -1.05 1.37
-1.97 2.09 3.12

**Highest occupied orbital energy**: -8.90 eV
**Lowest unoccupied orbital energy**: -0.941 eV
**DFT total energy**: -410.78948 a.u.
**SMILES**: [H]/N=c1/[nH]cc(N=O)[nH]1
**Multiplicity**: 1
**Energy above the lowest of the compared OMol25 structures with the same formula, charge and spin**: 5.8180 eV
**Frontier orbital gap**: 0.2924 hartree



# 2
Here is 10 unconnected molecules or ions with the total composition C9H36ClN18O13 from OMol25. Energies are from ωB97M-V with the def2-TZVPD basis set.

Last column: Mulliken charge in e.
Atoms and positions in Å:
Cl  -0.075431  0.037293  -0.156535  1.4977
O  -0.061981  -0.280527  -1.556445  -0.7501
O  -0.062641  1.434453  -0.068295  -0.7784
O  -1.142821  -0.575067  0.491155  -0.3144
O  1.146339  -0.436177  0.329535  -0.5323
C  -4.089761  2.091723  -2.022325  0.6806
O  -4.834311  1.893093  -2.955625  -0.6796
N  -3.835861  1.366123  -0.959285  -0.2779
N  -3.469471  3.255313  -1.745375  -0.3699
H  -2.992571  1.460083  -0.411425  0.0710
H  -4.287971  0.462963  -0.960265  0.1787
H  -2.771231  3.384553  -1.027135  0.1813
H  -3.639731  3.976413  -2.431765  0.1913
C  2.884849  -3.763967  0.199995  0.6571
O  3.294979  -3.482987  1.315065  -0.6992
N  3.587129  -4.374147  -0.684205  -0.4029
N  1.742619  -3.427577  -0.259825  -0.1325
H  3.226669  -4.535387  -1.613815  0.1450
H  4.503989  -4.659697  -0.371255  0.2491
H  1.611019  -3.444557  -1.261065  0.1846
H  1.078079  -2.938287  0.322475  -0.0609
C  -0.573721  1.023893  -5.361625  0.7865
O  -0.476931  2.187943  -5.073445  -0.7542
N  -0.864761  0.110793  -4.523875  -0.3156
N  -0.518721  0.480033  -6.483295  -0.3879
H  -1.354611  -0.764067  -4.645375  0.1872
H  -0.816451  0.413143  -3.561405  0.1114
H  -0.631091  -0.523607  -6.496485  0.1641
H  -0.315181  1.104493  -7.250575  0.2509
C  3.329929  1.879923  -3.633935  0.5038
O  4.066439  1.573403  -2.759145  -0.7037
N  3.688609  2.184443  -4.796495  -0.3444
N  1.993299  1.843213  -3.646625  -0.1076
H  4.667969  2.209113  -5.042155  0.2287
H  2.907019  2.463223  -5.372255  0.1464
H  1.454129  1.648283  -2.815115  0.0826
H  1.427179  2.091493  -4.445355  0.1074
C  -2.139431  -4.606327  1.488275  0.6140
O  -2.592011  -4.577227  2.577975  -0.6256
N  -1.403671  -3.647577  0.975495  -0.0817
N  -2.229751  -5.489937  0.541025  -0.3802
H  -1.041161  -3.832267  0.051055  0.0995
H  -1.388031  -2.853607  1.599565  -0.0589
H  -1.561921  -5.345807  -0.202835  0.1444
H  -2.611501  -6.408267  0.717225  0.2409
C  0.835849  0.260463  4.201175  0.5083
O  0.712349  0.728103  5.329605  -0.7157
N  1.382779  0.919773  3.200555  -0.1315
N  0.420489  -0.918347  3.828875  -0.2049
H  1.323449  0.443023  2.312135  -0.0806
H  1.707269  1.865793  3.341485  0.1998
H  0.974009  -1.376037  3.118775  0.1263
H  -0.167351  -1.592487  4.297995  0.2070
C  -1.396521  3.354273  3.375155  0.6036
O  -2.537231  3.003713  3.218015  -0.7887
N  -0.861861  3.540553  4.526315  -0.2964
N  -0.584591  3.374613  2.343035  -0.3795
H  -1.474571  3.554923  5.329115  0.2269
H  0.146169  3.524173  4.587095  0.1602
H  0.375459  3.521423  2.620235  0.1753
H  -0.637111  2.792383  1.519405  0.2323
C  4.831469  1.145283  0.328715  0.5212
O  5.857049  1.630203  -0.053515  -0.7325
N  4.414609  1.280723  1.607845  -0.3282
N  4.117789  0.371333  -0.430085  -0.1958
H  5.143789  1.739083  2.135405  0.1865
H  3.515879  1.035383  1.997955  0.2776
H  3.228189  0.006863  -0.120455  0.1527
H  4.402489  0.376003  -1.399125  0.3101
C  -4.210691  -0.467017  3.217245  0.5833
O  -5.041121  -0.010277  3.970875  -0.7337
N  -4.311931  -1.515877  2.510985  -0.2250
N  -3.032441  0.120663  2.955875  -0.0304
H  -5.107451  -2.136677  2.467865  0.1935
H  -3.498791  -1.943897  2.091815  0.0008
H  -2.405641  -0.316727  2.295645  0.0562
H  -2.949311  1.080273  3.259765  0.1746

Force components x, y, z for each atom (eV/Å):
1.60 0.23 -3.95
-0.98 -0.60 -1.03
-1.03 2.89 1.04
-2.50 -0.99 1.57
2.73 -1.50 2.48
0.48 2.13 0.68
-0.35 -0.49 -0.46
-0.67 -4.73 1.77
0.39 3.07 -2.09
-0.33 -0.02 -0.10
0.39 -0.11 0.31
-0.38 -0.02 -0.30
0.55 0.09 0.26
1.51 1.40 3.58
0.11 -0.24 1.00
3.60 -2.75 -2.82
-5.64 1.39 -1.61
0.61 -0.23 0.32
-0.12 -0.01 -0.61
-0.41 0.33 0.40
0.38 0.21 -0.27
-1.25 1.93 2.26
1.12 2.73 0.05
-1.23 -3.29 7.22
1.05 -1.28 -8.02
0.28 0.41 -0.39
-0.24 -0.32 0.24
0.37 0.54 -1.01
-0.18 -0.80 -0.44
-2.84 -1.35 2.23
2.01 -0.58 2.61
2.77 2.14 -6.77
-3.01 -0.40 2.01
-0.45 0.21 -0.18
1.23 0.18 -0.81
0.30 0.00 0.02
-0.01 0.11 0.34
0.90 0.84 -0.51
-1.85 -0.41 3.23
1.45 2.96 0.46
-1.28 -4.69 -2.58
0.29 1.73 0.55
0.91 0.56 -1.04
-0.63 -1.11 -0.01
0.22 0.18 -0.14
-0.43 1.84 3.43
-0.15 0.25 0.12
1.36 1.11 -1.80
-0.89 -4.58 -1.75
0.21 0.86 -0.45
0.01 -0.52 -0.23
-0.17 0.07 -0.20
0.21 0.86 0.75
-1.92 -2.29 -2.11
-3.06 -0.06 0.03
1.87 1.50 3.76
3.67 1.05 -2.10
0.49 -0.19 -0.08
-0.46 0.00 0.76
0.06 0.13 -0.58
-0.68 -0.09 0.24
-0.37 -0.48 0.88
2.59 1.52 -0.43
0.25 0.84 1.55
-1.69 -2.10 -1.31
-0.65 -0.02 0.43
0.46 -0.07 -0.16
0.13 0.01 -0.38
-0.62 0.02 0.14
0.79 3.64 1.77
-1.14 0.31 0.73
-1.34 -6.63 -3.74
1.31 1.05 0.59
-0.01 0.48 0.62
-0.21 0.25 0.07
0.00 0.79 0.12
0.48 0.10 -0.16

**Highest occupied orbital energy**: -6.67 eV
**Lowest unoccupied orbital energy**: 1.704 eV
**DFT total energy**: -2788.47888 a.u.
**Multiplicity**: 1
**Energy above the lowest of the compared OMol25 structures with the same formula, charge and spin**: 6.2911 eV
**Net charge**: -1
**Frontier orbital gap**: 0.3076 hartree



# 3
Here is C3H2S2 in the gas phase from OMol25. Energies are from ωB97M-V with the def2-TZVPD basis set.

Last column: natural (NBO) charge in e.
Atoms and positions in Å:
S  -2.832603  -0.784422  -0.052696  0.2455
C  -1.281895  -0.649495  -0.140701  0.0394
C  0.020847  -0.501425  -0.069835  -0.5089
C  0.898131  0.681859  -0.070610  -0.2856
S  0.545169  2.259826  -0.042635  0.0482
H  0.675233  -1.266909  0.249319  0.2641
H  1.975118  0.260565  0.127160  0.1974

Force components x, y, z for each atom (eV/Å):
1.19 0.07 -0.33
-1.14 0.25 0.47
0.82 1.21 -0.05
1.04 -0.80 0.77
0.06 -0.37 -0.28
-0.23 -1.69 0.02
-1.73 1.33 -0.60

**Highest occupied orbital energy**: -8.79 eV
**Lowest unoccupied orbital energy**: -0.928 eV
**DFT total energy**: -911.80272 a.u.
**SMILES**: S=C=CC=S
**Multiplicity**: 1
**Energy above the lowest of the compared OMol25 structures with the same formula, charge and spin**: 0.0647 eV
**Frontier orbital gap**: 0.2890 hartree